Record 1
C3H36NO15S | ωB97M-V with the def2-TZVPD basis set

ORCA input file:
```
! RIJCOSX wB97M-V def2-TZVPD def2/J DEFGRID3
* xyz 1 1
O 0.176 0.667 -3.664
H 1.429 2.604 -0.988
H 1.559 4.046 -1.688
H 0.439 -0.399 0.008
C -0.634 -1.677 -1.251
C -0.514 -2.805 -0.237
H -2.723 -1.248 -1.594
O -0.688 -2.633 0.941
H 0.320 -1.762 -1.770
O 3.176 3.352 0.846
H -0.205 1.356 -3.102
H 1.684 0.710 -2.657
H 5.094 0.635 -0.308
H 4.081 3.035 0.779
H -0.653 2.636 -1.684
H 0.089 0.870 -4.599
H -2.225 4.155 2.635
N -0.427 -0.382 -0.519
H -2.032 2.202 -1.061
O -1.807 -1.784 3.665
H -1.504 1.054 2.071
H -2.933 0.680 1.790
H 3.849 0.408 0.511
H -2.235 -2.630 3.501
H 2.676 2.624 1.222
H -4.210 2.400 -0.045
H -1.283 -3.396 -3.594
H 3.043 0.808 -1.891
H -0.131 -3.762 -0.607
O 0.623 -0.860 3.217
O 0.418 1.957 2.588
O 2.950 -0.934 1.698
O -2.056 0.287 1.871
H -2.968 2.588 0.887
H 0.670 1.043 2.842
O 2.139 0.490 -1.805
H -1.138 -0.133 0.192
H -1.146 3.068 2.168
O 4.601 1.029 0.423
O -3.306 2.100 0.095
H -0.318 0.416 -1.169
S -2.282 -3.341 -2.692
H -2.214 -1.165 3.024
O 0.980 3.399 -1.284
C -1.865 -1.635 -2.138
H -0.176 -1.440 3.319
H 0.950 -0.678 4.105
H -1.643 -1.042 -3.017
H 2.843 -3.002 -0.935
H 1.051 2.570 2.971
O -2.071 3.309 2.207
H 3.579 -1.211 2.372
H 2.409 -1.651 -1.415
O 2.087 -2.566 -1.342
H 2.114 -0.817 2.201
O -1.345 1.948 -1.720
*
```

The max |F| is 1.41 eV/A. The value obtained for the HOMO energy is -11.992 eV. Its frontier orbital gap is 9.52 eV.

Mulliken charges in e: -0.626 0.360 0.269 -0.032 0.379 -0.424 0.356 -0.398 0.394 -0.600 0.364 0.318 0.313 0.354 0.407 0.266 0.277 0.759 0.277 -0.666 0.277 0.316 0.357 0.316 0.214 0.279 0.153 0.290 0.468 -0.674 -0.608 -0.560 -0.677 0.405 0.262 -0.518 0.270 0.280 -0.631 -0.644 -0.123 -0.182 0.356 -0.644 -0.730 0.270 0.287 0.370 0.313 0.309 -0.635 0.257 0.243 -0.598 0.353 -0.773


Record 2
C3H37O16 | ωB97M-V with the def2-TZVPD basis set

ORCA input file:
```
! RIJCOSX wB97M-V def2-TZVPD def2/J DEFGRID3
* xyz -1 1
O 0.849 -1.797 5.152
H 0.651 1.077 3.371
H -1.483 -1.808 -0.851
H -3.481 1.918 3.175
H -2.418 -0.195 -4.235
H 1.415 1.232 1.025
O 3.263 -1.421 0.665
H 2.651 -0.799 -3.207
H 1.606 -2.310 -1.954
H -2.456 -0.264 0.374
O 2.740 0.037 -2.704
H 0.680 -1.645 -5.068
H -0.125 2.481 -1.763
H -0.771 -0.068 1.790
O 1.248 -0.016 -0.230
C -0.722 -1.046 -0.957
H -2.314 1.973 -2.640
O 0.332 2.431 -0.913
H 2.560 -0.835 0.382
H 0.377 -1.147 4.659
O 0.089 1.063 4.164
H -2.631 2.631 -1.419
O -2.905 1.161 3.138
O 0.303 1.073 -3.438
H 0.895 -1.996 -0.027
H 1.113 2.679 1.608
C 0.340 -1.044 0.100
H -2.257 2.108 0.723
H 1.394 -1.228 5.690
H -1.022 2.756 -0.030
O 1.640 1.858 1.731
C -0.191 -0.918 1.509
H 0.338 1.631 -4.202
O -2.242 2.821 -2.278
H -0.791 -1.804 1.660
H 2.332 0.025 -1.815
H 0.182 -0.613 -4.103
H 3.885 -1.195 -0.031
H -2.481 -0.360 -2.777
H 0.791 -2.403 -3.221
H 0.531 1.439 -0.811
H -0.306 -1.114 -1.986
O 1.500 -2.826 -2.725
O -3.234 0.310 0.567
O 2.817 -2.608 3.469
H 0.565 -0.995 2.351
O -1.714 2.896 0.666
H 2.188 -2.734 2.754
O -0.084 -1.399 -4.546
H 1.142 0.867 -3.085
O -2.768 0.187 -3.454
H -2.603 1.014 4.037
H -3.179 0.424 1.518
H 0.731 1.086 4.902
H -1.186 -0.106 -0.925
H 2.220 -2.481 4.217
*
```

The max |F| is 2.91 eV/A. The value obtained for the HOMO energy is -5.955 eV. Its frontier orbital gap is 8.35 eV.

Mulliken charges in e: -0.709 0.394 0.638 0.263 0.287 0.267 -0.665 0.322 0.291 0.379 -0.844 0.353 0.376 0.383 -0.746 -1.311 0.363 -0.873 0.306 0.339 -0.613 0.333 -0.564 -0.535 0.585 0.318 2.066 0.347 0.334 0.426 -0.790 -2.104 0.202 -0.685 0.537 0.267 0.366 0.286 0.311 0.449 0.424 -0.888 -0.726 -0.774 -0.664 -0.040 -0.738 0.287 -0.698 0.429 -0.680 0.238 0.328 0.239 0.502 0.414


Record 3
C3H38N2O13 | ωB97M-V with the def2-TZVPD basis set

ORCA input file:
```
! RIJCOSX wB97M-V def2-TZVPD def2/J DEFGRID3
* xyz 3 2
H 2.916 5.619 -0.621
H -2.698 -2.783 1.724
H -1.622 3.058 2.092
H 3.129 -0.124 -0.068
O -1.406 -2.943 -1.039
O -3.172 -2.535 0.870
C 2.263 0.483 -0.321
H 3.403 -3.082 1.385
H 2.181 1.459 1.599
H -2.449 0.291 -0.311
N 1.257 2.768 0.185
H 0.143 0.152 -0.549
O 0.558 -0.563 -3.768
H -1.302 -2.078 3.178
H 3.271 2.203 0.452
H 1.717 3.703 0.174
H -2.795 -0.783 0.809
H 2.639 -1.810 1.856
O -2.301 0.053 0.633
H -1.864 -2.566 -1.903
H 2.397 0.714 -1.382
H -1.679 1.647 1.358
H 0.140 0.967 -3.065
H 1.030 -0.697 3.033
O 2.781 5.027 0.133
H -0.947 0.387 3.380
O -0.161 1.787 -2.596
O -1.719 -2.950 3.033
H 1.862 -2.258 -0.356
C 0.999 -0.361 -0.140
H -2.011 -3.293 3.884
H -0.298 -0.991 -3.917
H 0.463 2.721 0.848
H -1.758 1.263 -2.171
H 0.778 -0.538 0.906
H -2.792 -1.837 -3.885
H 3.020 5.512 0.913
H -0.131 2.458 -3.268
H 0.965 -0.524 -4.635
O -1.085 2.329 1.773
H 1.363 -1.516 -1.816
O -2.182 -1.560 -3.159
N 1.115 -1.686 -0.819
H 0.873 2.573 -0.741
H -4.019 -3.016 0.890
H -1.161 -0.352 2.003
H -3.361 1.394 -2.203
O 2.002 -0.747 3.036
H 0.217 -2.208 -0.819
O 2.927 -2.308 1.055
H -2.154 -2.884 -0.291
O -2.612 0.794 -1.992
C 2.297 1.733 0.550
H 2.237 -0.942 3.961
H -2.549 -0.740 -2.756
O -0.714 -0.420 2.876
*
```

The max |F| is 1.44 eV/A. The value obtained for the HOMO energy (alpha / beta) is -19.599 / -19.597 eV. Its frontier orbital gap (alpha / beta) is 11.39 / 4.20 eV.

Mulliken charges in e: 0.302 0.434 0.309 0.469 -0.247 -0.784 -0.585 0.333 0.373 0.299 0.045 0.298 -0.632 0.446 0.354 0.542 0.374 0.357 -0.681 0.506 0.392 0.388 0.372 0.426 -0.630 0.327 -0.686 -0.731 0.503 0.076 0.338 0.321 0.298 0.418 -0.313 0.358 0.304 0.276 0.312 -0.707 0.369 -0.757 0.134 0.148 0.346 0.270 0.316 -0.668 0.125 -0.657 0.477 -0.787 -0.868 0.309 0.454 -0.764


Record 4
C3H3AgFO3 | ωB97M-V with the def2-TZVPD basis set

ORCA input file:
```
! RIJCOSX wB97M-V def2-TZVPD def2/J DEFGRID3
* xyz 1 3
C -0.310 1.225 -0.249
H 0.018 1.415 -1.278
H -0.869 2.062 0.183
Ag 0.364 -3.150 -0.043
H 1.911 1.076 0.328
O -1.331 -2.126 -0.371
F 0.614 0.694 1.892
C -0.665 -1.055 -0.543
O 0.633 -1.116 -0.231
C 0.873 0.863 0.578
O -1.237 0.111 -0.267
*
```

The max |F| is 5.82 eV/A. The value obtained for the HOMO energy (alpha / beta) is -11.689 / -16.333 eV. Its frontier orbital gap (alpha / beta) is 5.64 / 7.57 eV.

Mulliken charges in e: -0.386 0.306 0.298 0.709 0.434 -0.526 -0.234 1.172 -0.499 -0.057 -0.217


Record 5
C3H3AlLi2O3 | ωB97M-V with the def2-TZVPD basis set

ORCA input file:
```
! RIJCOSX wB97M-V def2-TZVPD def2/J DEFGRID3
* xyz 2 1
O 1.819 0.413 0.185
O -0.970 -1.154 -1.040
C -0.501 -0.341 -0.016
Al 1.520 -0.966 -1.328
C -0.201 -1.062 -2.297
Li -1.729 1.103 2.044
C 0.949 -0.506 0.678
H -0.605 -0.200 -2.852
H -0.482 -1.973 -2.848
Li 0.024 -2.697 -0.033
H 1.065 -1.472 1.179
O -1.421 0.411 0.452
*
```

The max |F| is 5.73 eV/A. The value obtained for the HOMO energy (alpha / beta) is -17.214 / -16.301 eV. Its frontier orbital gap (alpha / beta) is 7.25 / 6.13 eV.

Mulliken charges in e: -0.434 -0.332 0.693 0.618 -0.436 0.925 -0.511 0.383 0.387 0.918 0.469 -0.682


Record 6
C3H3BN2 | ωB97M-V with the def2-TZVPD basis set

ORCA input file:
```
! RIJCOSX wB97M-V def2-TZVPD def2/J DEFGRID3
* xyz 0 1
H 0.940 0.484 -0.527
H 0.242 0.087 1.156
H -0.931 0.104 -0.344
N 1.312 -3.775 0.358
C -1.437 -2.198 -1.913
N -2.303 -2.203 -2.708
B -0.396 -2.236 -0.866
C 0.569 -3.120 -0.215
C 0.104 0.293 0.171
*
```

The max |F| is 6.75 eV/A. The value obtained for the HOMO energy is -8.647 eV. Its frontier orbital gap is 6.40 eV.

Mulliken charges in e: 0.284 0.332 0.227 -0.412 0.494 -0.408 -0.217 0.477 -0.776